Record 1
{"formula": "C24H69CrF3N14O16P3S", "method": "ωB97M-V/def2-TZVPD", "orbital_gap_ev": [5.05, 5.38], "total_energy_ha": -5692.10303, "spin_multiplicity": 5, "charge": 1, "largest_force_ha_per_bohr": 0.0617, "symbols": ["Cr", "C", "F", "F", "F", "S", "O", "O", "O", "C", "N", "O", "O", "H", "H", "H", "C", "N", "O", "O", "H", "H", "H", "C", "N", "O", "O", "H", "H", "H", "C", "N", "O", "O", "H", "H", "H", "C", "N", "O", "O", "H", "H", "H", "O", "P", "N", "C", "C", "N", "C", "C", "N", "C", "C", "H", "H", "H", "H", "H", "H", "H", "H", "H", "H", "H", "H", "H", "H", "H", "H", "H", "H", "O", "P", "N", "C", "C", "N", "C", "C", "N", "C", "C", "H", "H", "H", "H", "H", "H", "H", "H", "H", "H", "H", "H", "H", "H", "H", "H", "H", "H", "O", "P", "N", "C", "C", "N", "C", "C", "N", "C", "C", "H", "H", "H", "H", "H", "H", "H", "H", "H", "H", "H", "H", "H", "H", "H", "H", "H", "H"], "coordinates": [[-24.248, -23.930, 6.117], [-25.167, -20.713, 8.695], [-24.316, -20.836, 9.702], [-26.014, -19.737, 8.996], [-24.593, -20.404, 7.536], [-26.127, -22.310, 8.466], [-25.202, -23.179, 7.725], [-26.498, -22.771, 9.783], [-27.221, -21.877, 7.640], [-29.692, -23.697, 9.194], [-31.151, -23.473, 9.010], [-31.439, -22.699, 8.115], [-31.919, -24.118, 9.690], [-29.301, -24.308, 8.390], [-29.592, -24.212, 10.148], [-29.223, -22.726, 9.324], [-26.333, -17.331, 7.465], [-26.131, -16.015, 6.788], [-25.648, -15.124, 7.435], [-26.406, -15.983, 5.607], [-26.491, -18.051, 6.663], [-27.137, -17.328, 8.191], [-25.381, -17.648, 7.883], [-20.111, -22.587, 7.542], [-21.535, -22.420, 7.928], [-21.759, -22.160, 9.077], [-22.395, -22.526, 7.070], [-19.574, -23.077, 8.348], [-19.629, -21.625, 7.378], [-20.136, -23.170, 6.627], [-29.605, -19.667, 7.964], [-30.939, -19.215, 8.421], [-31.229, -18.061, 8.200], [-31.583, -20.004, 9.072], [-28.784, -19.257, 8.544], [-29.513, -19.247, 6.961], [-29.565, -20.749, 7.910], [-25.877, -22.423, 12.804], [-25.972, -23.322, 13.988], [-25.793, -22.858, 15.098], [-26.137, -24.515, 13.775], [-26.623, -21.642, 12.931], [-26.089, -23.012, 11.920], [-24.853, -22.069, 12.906], [-24.611, -22.243, 4.981], [-24.751, -21.209, 3.903], [-24.697, -21.865, 2.364], [-25.691, -22.896, 2.049], [-24.225, -21.148, 1.192], [-23.449, -20.152, 3.892], [-23.540, -18.867, 4.624], [-22.097, -20.643, 3.807], [-26.119, -20.244, 3.961], [-26.437, -19.270, 2.930], [-27.284, -20.731, 4.686], [-26.694, -22.457, 2.031], [-25.717, -23.739, 2.742], [-25.447, -23.301, 1.070], [-24.924, -20.488, 0.667], [-23.894, -21.873, 0.445], [-23.357, -20.535, 1.429], [-24.413, -18.297, 4.307], [-23.577, -19.083, 5.689], [-22.713, -18.249, 4.280], [-21.653, -20.785, 4.802], [-21.958, -21.553, 3.222], [-21.426, -19.919, 3.332], [-26.982, -19.746, 2.109], [-27.111, -18.505, 3.323], [-25.546, -18.741, 2.598], [-27.033, -21.385, 5.517], [-27.979, -21.268, 4.024], [-27.883, -19.897, 5.060], [-23.908, -25.579, 7.345], [-23.504, -26.410, 8.522], [-24.197, -25.960, 9.970], [-23.872, -24.637, 10.532], [-25.654, -26.207, 10.123], [-21.840, -26.304, 8.817], [-21.238, -26.684, 10.076], [-20.953, -26.229, 7.658], [-23.956, -28.014, 8.385], [-23.898, -28.682, 7.094], [-23.935, -28.923, 9.544], [-24.076, -24.589, 11.600], [-24.385, -23.829, 10.010], [-22.791, -24.551, 10.403], [-25.970, -27.169, 9.729], [-26.159, -25.442, 9.524], [-25.942, -26.040, 11.159], [-21.792, -26.303, 10.933], [-21.174, -27.772, 10.204], [-20.223, -26.292, 10.137], [-21.326, -25.417, 7.027], [-19.912, -26.017, 7.895], [-20.950, -27.178, 7.109], [-22.911, -29.136, 6.950], [-24.671, -29.439, 6.969], [-24.046, -27.955, 6.292], [-22.942, -29.389, 9.611], [-24.552, -29.799, 9.347], [-24.154, -28.334, 10.426], [-30.971, -18.657, 12.957], [-29.945, -19.665, 13.316], [-30.202, -21.204, 12.699], [-31.458, -21.530, 12.045], [-29.221, -22.272, 12.770], [-29.921, -19.910, 14.971], [-30.908, -19.238, 15.808], [-28.760, -20.511, 15.658], [-28.315, -19.307, 12.941], [-27.695, -18.229, 13.680], [-27.942, -19.332, 11.529], [-31.425, -21.825, 10.998], [-32.074, -20.627, 12.054], [-32.053, -22.213, 12.659], [-28.204, -21.876, 12.822], [-29.264, -22.848, 11.846], [-29.340, -22.926, 13.638], [-30.558, -19.197, 16.839], [-31.040, -18.215, 15.449], [-31.885, -19.728, 15.817], [-28.961, -21.576, 15.796], [-27.855, -20.338, 15.083], [-28.660, -20.046, 16.637], [-28.172, -18.108, 14.653], [-26.655, -18.498, 13.906], [-27.709, -17.257, 13.180], [-28.455, -20.151, 11.021], [-26.866, -19.403, 11.378], [-28.287, -18.420, 11.026]], "atomic_forces_ev_per_a": [[-0.288, 0.875, 1.332], [-1.009, -1.242, 0.272], [0.552, 0.191, -0.354], [-0.226, 0.163, 0.109], [0.650, 0.126, 0.140], [-1.427, 1.194, 0.072], [0.611, -0.596, 0.089], [0.704, -0.010, -0.604], [-0.074, -0.021, -0.145], [-0.074, -0.031, 1.512], [0.372, -0.271, -0.957], [-0.300, -0.189, 0.301], [-0.066, 0.274, -0.064], [-0.058, 0.265, -0.238], [0.041, -0.235, -0.170], [0.116, 0.003, -0.548], [0.619, -0.846, -0.739], [0.061, -0.790, 0.203], [-0.006, 0.429, 0.189], [-0.098, 0.289, -0.314], [-0.540, 0.097, 0.055], [0.031, 0.336, 0.033], [-0.053, 0.537, 0.472], [0.206, -0.413, -0.531], [0.611, 0.364, 0.860], [-0.178, 0.007, 0.253], [-0.287, -0.346, -0.839], [-0.234, -0.130, 0.058], [-0.400, 0.188, -0.042], [0.306, 0.033, 0.025], [0.268, -0.045, -1.444], [0.649, 0.048, 1.192], [-0.213, 0.085, -0.287], [-0.319, 0.016, -0.071], [-0.368, 0.061, 0.469], [0.107, -0.117, 0.012], [-0.120, 0.004, 0.214], [0.065, -0.180, 0.621], [0.114, -0.899, 0.625], [-0.227, 0.247, -0.565], [-0.108, 0.300, -0.187], [0.643, 0.219, 0.069], [0.222, 0.109, 0.049], [-0.082, 0.353, -0.520], [-0.555, -1.355, 0.374], [0.797, 2.213, -2.131], [0.197, -0.686, 0.720], [-0.199, 0.265, -0.022], [0.783, 0.259, -0.484], [-1.248, 0.120, -0.114], [-0.367, -0.454, -0.806], [1.085, -0.078, 0.191], [0.721, -0.903, 1.452], [-0.061, -0.013, -0.193], [-0.788, -0.162, -0.090], [-0.076, -0.167, -0.205], [0.237, 0.180, 0.212], [-0.146, -0.019, -0.034], [-0.430, -0.118, 0.395], [0.005, -0.099, 0.091], [-0.068, -0.049, 0.128], [-0.184, -0.242, 0.303], [0.299, 0.561, 0.177], [0.312, -0.115, 0.521], [-0.173, -0.258, 0.028], [-0.491, -0.129, 0.113], [-0.352, 0.219, -0.137], [0.264, 0.070, -0.225], [0.078, -0.094, 0.314], [-0.003, -0.225, -0.295], [0.137, 0.143, -0.046], [0.177, -0.098, -0.065], [0.298, 0.122, 0.179], [0.266, 0.505, -1.920], [0.533, -1.172, 2.781], [-0.493, -0.233, -0.157], [1.185, -0.403, -0.532], [0.088, 0.655, -0.849], [-0.729, 1.047, -0.549], [0.044, -0.698, 0.585], [-0.602, -0.169, -0.322], [-0.706, 0.722, -0.379], [0.428, 0.428, -0.374], [1.176, 0.041, -0.799], [-0.236, -0.249, -0.007], [0.056, -0.107, 0.125], [-0.083, 0.581, 0.105], [0.159, -0.114, 0.308], [-0.286, -0.029, 0.127], [0.093, -0.292, 0.097], [-0.054, 0.031, -0.132], [0.061, 0.070, -0.055], [-0.041, 0.096, -0.101], [0.194, -0.223, -0.300], [-0.111, 0.097, 0.482], [0.047, 0.157, -0.222], [-0.105, -0.217, -0.097], [-0.028, -0.033, 0.304], [0.022, -0.011, 0.051], [0.126, 0.296, 0.334], [-0.701, 0.443, 0.206], [-0.180, -0.509, 0.260], [0.491, -0.682, -0.179], [-0.149, -0.330, 0.936], [0.532, 0.443, -1.160], [-1.060, 1.029, 0.832], [0.212, 0.416, 0.006], [0.954, 0.574, 0.178], [-0.097, 0.394, -0.162], [-1.130, -0.046, -0.334], [-0.741, -0.574, -0.429], [0.438, 0.047, 0.701], [-0.679, 0.287, -0.038], [0.470, -0.274, 0.082], [0.162, 0.073, -0.143], [0.246, -0.491, -0.269], [-0.692, 0.105, 0.024], [-0.063, -0.218, 0.095], [-0.244, -0.157, -0.045], [0.100, -0.039, -0.029], [-0.214, -0.028, 0.121], [0.054, -0.072, -0.109], [0.454, -0.085, 0.118], [0.112, -0.276, 0.080], [0.147, -0.018, 0.021], [-0.136, 0.036, -0.134], [0.047, 0.150, -0.193], [-0.135, -0.104, -0.191], [0.169, -0.205, 0.080], [0.087, -0.147, 0.235], [0.098, 0.136, -0.025]]}

Record 2
{"formula": "C24H69NO13", "method": "ωB97M-V/def2-TZVPD", "orbital_gap_ev": 8.10, "smiles": "COCCNCCOC.OCCO.OCCO.CCO.CCO.CCO.CCO.CCO.CCO.CCO", "total_energy_ha": -1988.26188, "charge": 0, "largest_force_ha_per_bohr": 0.1908, "symbols": ["C", "O", "C", "C", "N", "C", "C", "O", "C", "H", "H", "H", "H", "H", "H", "H", "H", "H", "H", "H", "H", "H", "H", "H", "C", "C", "O", "H", "H", "H", "H", "H", "H", "C", "C", "O", "H", "H", "H", "H", "H", "H", "C", "C", "O", "H", "H", "H", "H", "H", "H", "C", "C", "O", "H", "H", "H", "H", "H", "H", "C", "C", "O", "H", "H", "H", "H", "H", "H", "C", "C", "O", "H", "H", "H", "H", "H", "H", "C", "C", "O", "H", "H", "H", "H", "H", "H", "C", "C", "O", "O", "H", "H", "H", "H", "H", "H", "C", "C", "O", "O", "H", "H", "H", "H", "H", "H"], "coordinates": [[1.717, 7.219, -1.511], [0.512, 6.592, -1.289], [0.451, 5.391, -1.922], [-0.685, 4.663, -1.282], [-0.733, 3.278, -1.783], [-1.945, 2.565, -1.257], [-2.131, 1.206, -1.822], [-2.930, 0.357, -1.392], [-2.630, -1.027, -1.557], [2.515, 6.727, -0.999], [1.597, 8.215, -1.164], [2.162, 7.346, -2.528], [1.339, 4.841, -1.758], [0.220, 5.461, -2.992], [-1.610, 5.182, -1.455], [-0.438, 4.528, -0.251], [0.191, 2.765, -1.840], [-2.892, 3.039, -1.475], [-1.913, 2.528, -0.197], [-1.100, 0.771, -1.762], [-2.254, 1.394, -2.857], [-2.549, -1.319, -2.580], [-3.445, -1.654, -1.260], [-2.006, -1.346, -0.728], [4.433, -0.058, 1.849], [5.379, 0.988, 1.782], [4.731, 2.166, 1.970], [3.680, -0.012, 1.053], [3.992, -0.051, 2.870], [4.854, -1.070, 1.709], [5.900, 0.940, 0.800], [6.176, 0.874, 2.549], [5.227, 2.985, 1.979], [-3.792, 0.494, 2.764], [-3.365, 0.722, 1.431], [-4.411, 1.387, 0.772], [-2.949, 0.360, 3.401], [-4.514, -0.250, 2.800], [-3.997, 1.426, 3.284], [-3.336, -0.234, 0.878], [-2.420, 1.218, 1.444], [-4.312, 1.101, -0.182], [-0.732, -1.673, 2.003], [-0.017, -0.673, 1.180], [0.830, -1.300, 0.287], [-0.146, -2.433, 2.574], [-1.227, -2.365, 1.329], [-1.546, -1.155, 2.467], [0.511, 0.157, 1.770], [-0.832, -0.246, 0.598], [1.570, -1.725, 0.797], [2.782, -3.424, 1.614], [3.363, -3.743, 0.346], [3.745, -2.642, -0.273], [1.821, -3.054, 1.386], [3.186, -2.553, 2.123], [2.825, -4.262, 2.362], [2.753, -4.253, -0.373], [4.202, -4.366, 0.445], [3.089, -2.687, -1.010], [-0.001, -4.309, -0.750], [-0.867, -5.320, -0.312], [-0.097, -6.502, -0.028], [0.705, -3.874, -0.122], [-0.646, -3.520, -1.191], [0.635, -4.665, -1.579], [-1.595, -5.649, -1.017], [-1.341, -4.973, 0.620], [-0.284, -7.194, -0.689], [-6.068, -2.473, 0.173], [-5.168, -3.076, 1.115], [-3.835, -2.894, 0.843], [-5.980, -2.459, -0.811], [-6.104, -1.416, 0.369], [-7.108, -2.830, 0.414], [-5.364, -4.116, 1.143], [-5.269, -2.629, 2.159], [-3.576, -3.323, 0.056], [1.040, 2.160, 3.766], [-0.271, 2.436, 3.211], [-0.207, 2.928, 1.887], [1.849, 2.864, 3.768], [1.533, 1.390, 3.200], [0.986, 1.715, 4.774], [-0.910, 2.966, 3.892], [-0.880, 1.549, 3.344], [0.640, 2.761, 1.562], [2.507, 2.416, -0.406], [1.938, 1.531, -1.387], [1.911, 2.229, -2.632], [2.074, 1.906, 0.828], [2.088, 3.446, -0.414], [3.642, 2.326, -0.475], [0.945, 1.333, -1.086], [2.355, 0.550, -1.471], [2.719, 2.076, -3.099], [2.723, 2.077, 1.506], [0.450, -2.413, -4.202], [0.845, -1.512, -3.181], [1.792, -2.060, -2.258], [-0.624, -1.942, -4.972], [0.053, -3.311, -3.770], [1.326, -2.672, -4.673], [-0.137, -1.122, -2.679], [1.370, -0.696, -3.619], [1.510, -1.729, -1.391], [-0.203, -1.285, -5.538]], "atomic_forces_ev_per_a": [[1.061, 1.065, -0.602], [-0.018, 1.542, -0.214], [-1.840, -1.046, -0.719], [1.038, -2.421, -0.279], [-1.311, -0.768, -1.144], [0.423, 0.717, 0.608], [8.439, 3.262, -3.798], [-6.980, -5.646, 3.781], [-1.132, 0.491, 1.175], [0.672, -0.440, 0.880], [0.162, 0.901, 0.604], [-1.175, -0.516, -0.118], [1.262, -0.732, -0.153], [0.431, 0.201, -0.177], [-0.506, 0.091, 0.088], [-0.326, 0.874, 1.286], [-2.252, 1.107, 0.330], [0.020, 1.217, -0.308], [0.142, -0.086, 1.339], [0.123, 0.112, -0.209], [-0.135, 0.124, -1.836], [1.375, 0.047, -0.787], [-1.571, 0.447, 0.194], [1.546, 0.040, -0.721], [-2.292, -3.471, 0.770], [4.511, 0.440, -0.820], [-2.246, 2.440, 0.374], [-0.107, 0.262, 0.406], [-0.294, -0.090, -0.677], [0.241, 0.580, 0.120], [-0.094, 0.256, 0.272], [-0.260, -0.124, -0.282], [0.568, -0.317, -0.089], [0.982, 1.494, 2.865], [-0.510, -1.203, -2.419], [-0.257, 0.529, -2.231], [1.023, -1.622, 0.491], [-1.472, -1.137, 0.750], [-1.422, 0.437, -0.440], [0.973, 0.062, 0.619], [0.802, 0.698, -0.585], [-0.241, 0.724, 1.389], [-0.137, -1.794, 0.116], [-0.132, 1.508, 1.030], [2.423, -0.810, -0.650], [-0.146, 1.280, 0.421], [-0.346, 0.025, -0.530], [-0.269, -0.119, 1.188], [-0.759, -1.148, -0.837], [0.362, 0.701, -0.212], [-1.002, 1.019, -0.818], [-0.721, -0.600, 3.292], [0.955, -3.192, 0.215], [-0.260, 3.998, -3.763], [-1.723, -0.666, 0.621], [0.964, -0.049, -0.165], [-0.661, 0.703, -0.749], [-1.038, -1.132, 0.402], [1.435, -1.279, 0.502], [1.563, 1.467, -0.076], [0.785, 2.427, -4.435], [-0.745, -2.945, 2.481], [0.014, -0.886, 0.188], [0.552, 0.565, 1.753], [0.586, 0.132, 0.254], [-0.371, 0.014, -0.063], [-0.881, 0.456, -0.659], [-0.291, -0.524, -0.132], [0.074, 0.651, 0.530], [-3.979, 2.025, 3.526], [0.605, -0.449, 2.304], [1.988, 1.297, 0.926], [1.144, -1.104, -4.533], [-0.134, 0.840, 0.291], [0.770, 0.275, -0.322], [-0.303, -1.384, 0.552], [-0.358, -0.729, -1.305], [0.269, -0.878, -1.347], [1.961, -1.739, 1.517], [-1.243, 0.040, -0.252], [-3.157, 0.738, 1.502], [-0.179, 1.433, 0.173], [-0.025, -0.886, -0.476], [-0.125, 0.386, -0.202], [0.071, 1.962, 0.003], [0.121, -1.237, -1.052], [2.254, -0.742, -1.022], [2.061, 0.870, 1.971], [-0.657, 0.029, -2.139], [-0.709, -0.296, -0.067], [-0.356, -0.646, 0.901], [0.771, -0.441, -0.897], [-1.176, 0.850, 0.148], [-1.371, -0.193, 0.129], [0.892, -0.541, 0.042], [0.737, -0.141, -0.426], [0.757, 0.110, 0.325], [-2.181, -2.517, 0.364], [-1.113, 2.725, 3.330], [-0.552, -0.299, 0.155], [0.725, 0.807, -0.904], [0.018, -0.718, 0.485], [1.787, -0.851, -2.177], [1.963, -0.512, -0.440], [0.016, 1.249, -0.510], [-0.211, 0.106, 0.080], [-0.661, 0.217, -0.292]]}